1.
Entry from OMol25: a single C3H9NS2 molecule (wB97M-V/def2-TZVPD).

Positions of all 15 atoms, in Å:
C1 2.3684 0.1693 1.5639
S1 0.8406 -0.7339 1.3042
S2 1.0049 -0.3179 -1.1888
C2 -0.4534 0.6884 -1.1165
C3 -1.5540 0.1002 -0.4076
N1 -2.1154 -1.2779 -0.8785
H1 3.2466 -0.4497 1.3026
H2 2.2338 1.0879 1.0285
H3 2.4385 0.2476 2.6313
H4 -0.6696 1.2342 -2.0693
H5 -0.2830 1.5743 -0.4960
H6 -2.4269 0.8315 -0.5745
H7 -1.4192 0.0850 0.6527
H8 -1.7361 -1.8013 -0.0606
H9 -1.4752 -1.4376 -1.6913

## Properties
Kohn-Sham gap (eV): 7.78
SMILES: CSSCCN
Total charge: 0

=====

2.
Entry from OMol25: 2 unconnected molecules or ions with the total composition C4H8N2O (wB97M-V/def2-TZVPD).

Positions of all 15 atoms, in Å:
C1 -0.0065 -1.8684 -1.0151
C2 -0.0711 -0.3536 -0.5718
C3 -1.2425 0.2682 -0.2611
N1 -0.8519 1.5875 0.0389
C4 0.5084 1.6642 -0.3333
N2 1.0117 0.4226 -0.4743
H1 -0.9465 -2.2337 -1.3926
H2 0.1886 -2.5095 -0.1394
H3 0.9280 -1.9736 -1.5882
H4 -2.2952 0.0012 -0.1152
H5 -1.3926 2.5869 -0.0721
H6 1.1528 2.4264 -0.7032
O1 0.6827 0.1491 2.3899
H7 0.8007 -0.2358 1.4924
H8 1.5334 0.0685 2.7450

## Properties
Kohn-Sham gap (eV): 9.40
SMILES: Cc1c[nH]cn1.O
Total charge: 0

=====

3.
Entry from OMol25: a single C22H22N6O3S molecule (wB97M-V/def2-TZVPD).

Positions of all 54 atoms, in Å:
O1 0.3988 -4.0599 -1.0424
C1 0.9934 -3.0784 -0.6820
N1 0.3117 -1.8352 -0.5747
C2 0.8525 -0.6572 -0.1879
C3 0.0399 0.6166 -0.1579
C4 0.1629 1.2689 1.2295
C5 -0.5587 0.4241 2.2780
C6 -2.0150 0.2000 1.8682
N2 -2.0432 -0.3776 0.5505
S1 -3.1777 -1.4983 0.1133
O2 -3.4676 -2.2836 1.2707
O3 -2.6439 -2.1176 -1.0677
C7 -4.6206 -0.5376 -0.3327
C8 -5.4686 -0.1106 0.6706
C9 -6.5547 0.6843 0.3430
C10 -6.7745 1.0421 -0.9785
C11 -5.9177 0.6045 -1.9765
C12 -4.8297 -0.1900 -1.6524
C13 -1.4421 0.4276 -0.4792
N3 2.0963 -0.5143 0.1580
C14 2.8264 -1.6465 0.0892
C15 2.3773 -2.9111 -0.3135
N4 3.4383 -3.7524 -0.2591
N5 4.4576 -3.1043 0.1328
N6 4.1347 -1.8204 0.3612
C16 5.0909 -0.8413 0.8102
C17 4.8596 0.4591 0.0876
C18 4.3976 1.5784 0.7634
C19 4.1367 2.7508 0.0766
C20 4.3317 2.8115 -1.2922
C21 4.7935 1.6973 -1.9725
C22 5.0565 0.5263 -1.2858
H1 -0.6836 -1.9155 -0.7905
H2 0.4908 1.2878 -0.8975
H3 1.2190 1.3649 1.4789
H4 -0.2804 2.2663 1.1913
H5 -0.5242 0.9175 3.2498
H6 -0.0649 -0.5445 2.3643
H7 -2.5056 -0.5098 2.5342
H8 -2.5635 1.1554 1.8845
H9 -5.2768 -0.4225 1.6849
H10 -7.2298 1.0207 1.1150
H11 -7.6230 1.6594 -1.2328
H12 -6.0987 0.8776 -3.0048
H13 -4.1532 -0.5624 -2.4053
H14 -1.5895 -0.0788 -1.4334
H15 -1.9250 1.4164 -0.5325
H16 4.9862 -0.7032 1.8919
H17 6.0815 -1.2541 0.5997
H18 4.2379 1.5313 1.8308
H19 3.7760 3.6178 0.6106
H20 4.1243 3.7255 -1.8290
H21 4.9480 1.7404 -3.0405
H22 5.4123 -0.3451 -1.8170

## Properties
Kohn-Sham gap (eV): 9.17
SMILES: O=c1[nH]c([C@@H]2CCCN(S(=O)(=O)c3ccccc3)C2)nc2c1nnn2Cc1ccccc1
Total charge: 0

=====

4.
Entry from OMol25: a molecular structure, C16H23AsAuN2O5S2 (wB97M-V/def2-TZVPD).

Positions of all 50 atoms, in Å:
Au1 5.8390 -13.6496 9.1153
O1 8.3201 -13.4657 8.8760
N1 8.5421 -12.2978 9.4215
C1 9.5805 -12.1865 10.3176
C2 9.8962 -10.9351 10.8587
C3 9.3758 -9.8071 10.2233
C4 8.3890 -9.9608 9.2452
C5 7.7862 -11.1992 9.0029
S1 6.3847 -11.3890 8.0199
H1 10.0879 -13.0823 10.6173
H2 10.5656 -10.9119 11.7175
H3 9.6540 -8.7649 10.3978
H4 8.0219 -9.0847 8.6911
C6 2.2137 -11.9458 13.6896
C7 2.2940 -11.9420 12.1840
C8 2.1316 -13.1366 11.4513
C9 2.4132 -13.1688 10.0894
C10 2.7200 -11.9794 9.4790
C11 2.8071 -10.7603 10.1368
C12 2.6102 -10.7454 11.5097
S2 2.9060 -11.9555 7.6739
C13 1.1697 -12.1993 7.1495
O2 3.4915 -13.2815 7.2112
H5 1.5206 -12.7358 14.0281
H6 1.8740 -10.9801 14.0917
H7 3.2114 -12.1856 14.1342
H8 1.8113 -14.0530 11.9363
H9 2.3706 -14.0955 9.5177
H10 3.0442 -9.8583 9.5617
H11 2.6876 -9.8125 12.0754
H12 0.8432 -13.2010 7.4985
H13 1.1812 -12.1604 6.0443
H14 0.5215 -11.3919 7.5426
O3 5.0305 -13.7369 12.9829
N2 5.3092 -13.6799 11.7706
O4 5.7448 -12.6060 11.1966
O5 5.1410 -14.7110 10.9901
C14 4.9441 -16.0327 6.2763
As1 6.2700 -14.8108 6.9963
C15 7.8080 -16.0172 7.0353
C16 6.6839 -13.6212 5.5340
H15 5.3047 -16.5190 5.3525
H16 4.0494 -15.4319 6.0420
H17 4.6886 -16.7424 7.0666
H18 7.9385 -16.5237 6.0754
H19 7.7089 -16.7621 7.8271
H20 8.6897 -15.4028 7.2473
H21 6.8223 -14.2122 4.6258
H22 7.5704 -13.0219 5.7881
H23 5.8535 -12.9275 5.3871

## Properties
Multiplicity: 4
Kohn-Sham gap (alpha / beta) (eV): 5.51 / 6.01
Expectation value of S²: 3.791
Total charge: 0

=====

Ordered ΔE to the lowest compared entry with this formula, charge and spin results: 2.275; 2.371; 0.000; 0.208; unit eV.
Ordered F_max results: 5.95; 5.18; 1.39; 4.01; unit eV/Å.
Ordered electronic energy results: -26415.401; -9304.022; -49089.594; -116374.707; unit eV.